Entry 1:
45
Properties=species:S:1:pos:R:3:nbo_charge:R:1 method="wB97M-V/def2-TZVPD" charge=+2 orbital_gap_ev=4.597 max_force_ha_per_bohr=0.0557 homo_ev=-14.4 e_lumo_ha=-0.3594
I 4.96588 2.43079 3.53965 -0.030
I 4.71267 2.79577 -0.83594 -0.120
Tl 3.20045 1.76242 1.33026 0.830
P 2.24488 -2.00417 0.11476 0.785
C 4.06525 -2.16088 0.33725 -0.930
C 1.78471 -3.17587 1.45703 -0.927
H 2.18318 -4.17477 1.23901 0.241
H 2.51331 -4.17168 -0.98349 0.245
H 0.69202 -3.22482 1.49696 0.223
H 1.00838 -3.34399 -1.42239 0.212
H 4.34538 -1.61845 1.25047 0.222
H 2.17437 -2.81151 2.41451 0.242
C 2.07552 -3.20469 -1.24720 -0.930
H 4.34870 -3.21876 0.43469 0.248
H 2.52187 -2.81336 -2.16160 0.255
H 4.58624 -1.72129 -0.51931 0.242
P 0.03564 2.72220 0.18310 0.777
C 1.01876 4.27865 -0.03191 -0.922
C -0.99331 2.98400 -1.33542 -0.919
H -2.02686 2.74663 1.54562 0.228
H -1.65467 4.36092 0.88959 0.243
H -0.75486 3.74888 2.30536 0.252
C -1.21475 3.46144 1.34860 -0.912
H -1.63426 2.12844 -1.55954 0.216
H -1.65250 3.85490 -1.22310 0.253
H 0.32901 5.13292 -0.12567 0.254
H 1.64080 4.19568 -0.93201 0.251
H -0.36019 3.16893 -2.20799 0.259
H 1.68484 4.44001 0.82596 0.226
C 2.43764 -0.38594 -2.48709 0.507
O 2.51444 0.72477 -2.75544 -0.493
C -1.19284 -0.81103 -0.85130 0.012
C -2.47070 -1.04272 -0.34835 -0.221
C -3.32000 0.04755 0.02508 -0.003
C -4.62667 -0.18655 0.42470 -0.245
C -5.11838 -1.50782 0.54923 0.002
C -4.30106 -2.61576 0.22582 -0.235
C -3.00716 -2.38005 -0.22878 -0.044
H -0.73547 -1.60310 -1.43500 0.226
H -0.61656 0.06845 -0.56679 0.230
H -2.90454 1.05377 -0.05072 0.218
H -5.30862 0.64066 0.64335 0.259
H -6.13457 -1.68249 0.90622 0.258
H -4.69109 -3.65554 0.31626 0.271
H -2.36488 -3.23252 -0.49442 0.244

Entry 2:
44
Properties=species:S:1:pos:R:3:nbo_charge:R:1 method="wB97M-V/def2-TZVPD" charge=+2 orbital_gap_ev="7.324 / 7.323" max_force_ha_per_bohr=0.0377 homo_ev="-15.7 / -15.7" e_lumo_ha="-0.3081 / -0.3081"
Ir 0.12944 -0.21770 -0.17726 0.765
C 2.78192 -1.68131 -0.99719 -0.251
O 2.10920 -0.39166 -0.97569 -0.528
C 3.02670 0.64604 -0.51294 -0.105
C 2.32854 1.98203 -0.45100 -0.099
O 1.10155 1.87941 0.26096 -0.587
C 1.01649 2.06799 1.67361 -0.100
C 1.30075 0.77613 2.41314 -0.103
O 0.49408 -0.32604 1.87820 -0.531
C 0.79533 -1.57135 2.56639 -0.249
H 3.63912 -1.60891 -1.66416 0.223
H 3.10330 -1.94946 0.00939 0.194
H 2.06684 -2.40088 -1.38167 0.225
H 3.41221 0.33385 0.46057 0.191
H 3.85520 0.69501 -1.22175 0.238
H 2.99029 2.73016 -0.00759 0.233
H 2.04966 2.31552 -1.45187 0.218
H 1.69357 2.85720 2.00647 0.232
H -0.01123 2.38658 1.85046 0.226
H 2.35201 0.48959 2.33575 0.193
H 1.03964 0.87775 3.46691 0.239
H 0.61557 -1.42473 3.62961 0.224
H 0.11827 -2.32032 2.17089 0.224
H 1.83409 -1.85116 2.38974 0.195
C -2.09461 -2.76228 -2.12706 -1.130
Si -1.76596 -1.63125 -0.70181 1.520
C -2.40290 -2.41492 0.86553 -1.154
C -2.12159 0.16693 -0.84589 -0.565
C -3.19274 0.95226 -0.38838 -0.073
C -3.18460 2.30510 -0.66154 -0.186
C -2.10313 2.89246 -1.35002 -0.120
C -1.02560 2.14086 -1.77878 -0.185
C -1.06195 0.77073 -1.51938 -0.252
H -3.18385 -2.85256 -2.18233 0.278
H -1.67619 -3.75408 -1.96252 0.277
H -1.75283 -2.38266 -3.09004 0.265
H -3.41157 -2.80466 0.69990 0.279
H -2.45598 -1.71123 1.69779 0.251
H -1.79252 -3.27215 1.15482 0.263
H -4.02542 0.50090 0.13416 0.240
H -4.01436 2.92496 -0.34975 0.256
H -2.12509 3.95341 -1.56162 0.255
H -0.21039 2.59325 -2.32588 0.245
H -0.24126 0.09122 -1.97817 0.267

Entry 3:
49
Properties=species:S:1:pos:R:3:lowdin_spin:R:1 method="wB97M-V/def2-TZVPD" charge=+3 orbital_gap_ev="2.770 / 6.413" max_force_ha_per_bohr=0.0536 homo_ev="-16.6 / -16.7" e_lumo_ha="-0.5097 / -0.3785" multiplicity=5
Mn -0.21211 -0.07171 0.02695 4.339
S 1.26021 -1.91258 1.04991 0.045
S -0.21529 1.41312 -1.95916 -0.264
C 3.04662 -1.76095 0.60660 0.010
C 0.90372 -3.28756 -0.14748 0.004
C 0.90532 -2.81182 -1.58821 -0.004
N -0.08069 -1.74029 -1.82198 -0.066
C 0.16228 -1.09739 -3.12693 -0.004
C -0.65658 0.17468 -3.20781 -0.020
H -0.06218 -3.73346 0.14039 0.000
H 1.69097 -4.03334 0.02954 0.001
H 0.70174 -3.68135 -2.22879 -0.004
H 1.89798 -2.41584 -1.83140 0.000
H -0.09240 -1.79285 -3.94295 -0.002
H 1.23330 -0.87418 -3.16916 0.000
H -1.72664 -0.04091 -3.08423 0.001
H -0.50689 0.65050 -4.17736 -0.009
C 1.51894 1.72756 -2.44436 -0.019
H -0.99837 -2.19198 -1.85842 0.002
H 1.94257 0.89965 -3.03466 0.000
H 2.12543 1.89799 -1.54502 -0.003
H 1.49744 2.65888 -3.03332 -0.012
H 3.48986 -1.03768 1.30431 0.000
H 3.17949 -1.44157 -0.43739 0.001
H 3.50228 -2.74838 0.77272 0.002
C -3.87143 -1.25523 -0.29752 0.003
C -4.49012 -0.51810 0.63650 0.005
H -3.85944 -2.35124 -0.19261 0.000
H -3.42419 -0.86203 -1.23413 0.000
H -5.04086 -0.93662 1.50173 0.000
H -4.57635 0.56342 0.52346 0.000
N 2.85584 1.93897 0.34542 -0.004
C 1.78362 2.39573 1.04004 0.002
N 0.64285 1.74774 1.09398 -0.064
C -0.25127 2.36429 1.96898 -0.004
C 0.27209 3.47835 2.61652 0.002
S 1.84241 3.85820 2.01799 -0.003
C -1.39460 1.56030 2.24481 0.004
C -2.35693 1.65290 3.23286 -0.011
S -3.25142 0.16239 3.34571 0.007
C -2.12017 -0.58972 2.27018 0.015
N -1.35231 0.29397 1.62967 0.047
N -2.06966 -1.91236 2.04057 0.000
H 3.64330 2.55760 0.16168 0.000
H 2.95302 0.93414 0.23905 0.001
H -0.24056 4.00722 3.41077 0.000
H -2.52829 2.52019 3.87448 0.000
H -2.85290 -2.48661 2.32363 0.000
H -1.34727 -2.32970 1.44911 0.002

- Look up the charge of the first one.
  +2